1.
Molecular formula: C24H24N2O2
Method: DFT, ωB97M-V/def2-TZVPD

Values from the calculation:
Gap between HOMO and LUMO   8.912 eV
Total charge   0
Energy above the lowest of the compared OMol25 structures with the same formula, charge and spin   1.0 kcal/mol
SMILES   O=C(CCc1ccccc1)Nc1cccc(NC(=O)CCc2ccccc2)c1
Spin multiplicity   1

Positions of all 52 atoms, in Å:
O: 1.784 1.783 0.228
C: 1.428 1.702 1.383
C: 2.373 1.928 2.551
C: 2.840 0.578 3.123
C: 3.788 0.805 4.267
C: 3.314 0.917 5.567
C: 4.181 1.166 6.616
C: 5.537 1.310 6.375
C: 6.019 1.202 5.082
C: 5.150 0.953 4.036
N: 0.169 1.373 1.787
C: -0.954 1.057 1.013
C: -2.129 0.704 1.674
C: -3.258 0.384 0.945
C: -3.246 0.410 -0.438
C: -2.076 0.765 -1.101
N: -1.971 0.808 -2.492
C: -2.909 0.511 -3.436
O: -4.064 0.244 -3.201
C: -2.339 0.539 -4.847
C: -1.317 -0.596 -5.041
C: -1.909 -1.900 -4.579
C: -2.793 -2.595 -5.394
C: -3.389 -3.762 -4.953
C: -3.111 -4.248 -3.687
C: -2.229 -3.563 -2.869
C: -1.632 -2.397 -3.313
C: -0.932 1.085 -0.373
H: 3.239 2.482 2.188
H: 1.886 2.513 3.334
H: 1.977 0.001 3.464
H: 3.336 0.014 2.330
H: 2.256 0.802 5.763
H: 3.799 1.248 7.623
H: 6.215 1.504 7.193
H: 7.076 1.311 4.888
H: 5.529 0.868 3.027
H: 0.006 1.336 2.784
H: -2.153 0.682 2.754
H: -4.165 0.110 1.461
H: -4.127 0.158 -1.004
H: -1.049 1.054 -2.825
H: -3.174 0.401 -5.535
H: -1.874 1.506 -5.047
H: -1.053 -0.654 -6.099
H: -0.406 -0.385 -4.476
H: -3.016 -2.218 -6.382
H: -4.075 -4.292 -5.597
H: -3.580 -5.156 -3.339
H: -2.007 -3.935 -1.879
H: -0.944 -1.871 -2.666
H: -0.021 1.358 -0.882

Results of the natural (NBO) charge analysis, in e, for atoms 1 through 2: number 1, O, carries -0.609; number 2, C, carries 0.688

2.
Molecular formula: C35H57BrCl43I2N4O5PS
Method: DFT, ωB97M-V/def2-TZVPD

Values from the calculation:
Gap between HOMO and LUMO   7.758 eV
Total charge   0
Spin multiplicity   1

Positions of all 149 atoms, in Å:
C: -5.036 -0.961 -1.904
C: -4.571 -1.360 -0.495
C: -3.436 -2.376 -0.485
C: -2.145 -1.822 -1.094
N: -1.200 -1.222 -0.184
C: -0.200 -0.269 -0.563
C: 0.123 -0.619 -2.046
N: 0.676 -1.972 -2.104
C: 0.315 -2.673 -3.348
O: 0.978 -0.622 0.218
S: 1.428 0.012 1.606
O: 1.130 -0.995 2.578
O: 2.821 0.340 1.610
C: 0.599 1.632 2.090
C: 0.335 1.357 3.571
C: -0.313 2.469 4.407
P: 1.803 3.058 2.214
N: 2.557 3.096 3.576
O: 1.026 4.489 2.081
O: 2.925 3.043 1.071
C: -0.768 1.766 1.138
C: -1.571 3.147 1.301
C: -1.833 4.429 0.494
C: -1.013 5.710 0.610
Cl: -3.446 5.013 1.261
N: -1.678 0.944 1.934
C: -2.198 -0.394 2.110
C: -2.922 -0.431 3.467
C: -4.391 0.058 3.393
C: -0.440 1.277 -0.350
Br: -2.220 1.488 -1.283
C: 0.536 2.083 -1.310
I: 2.659 1.441 -1.520
C: 0.567 3.629 -1.246
C: 1.820 4.371 -1.715
I: -0.853 4.374 -2.767
H: -4.858 0.107 -2.021
H: -6.101 -1.087 -2.055
H: -4.461 -1.426 -2.691
H: -4.318 -0.444 0.032
H: -5.417 -1.786 0.041
H: -3.749 -3.185 -1.139
H: -3.297 -2.727 0.533
H: -1.693 -2.680 -1.601
H: -2.460 -1.184 -1.907
H: -0.812 -1.904 0.446
H: 0.872 0.009 -2.504
H: -0.730 -0.486 -2.695
H: 1.684 -1.885 -2.112
H: 0.378 -3.745 -3.181
H: -0.710 -2.447 -3.618
H: 0.974 -2.425 -4.179
H: 1.288 1.072 4.000
H: -0.250 0.467 3.753
H: 0.150 2.440 5.382
H: -0.249 3.476 4.012
H: -1.361 2.236 4.576
H: 2.414 3.996 4.012
H: 1.439 5.075 1.432
H: 3.375 3.901 1.090
H: -1.431 3.458 2.328
H: -2.571 2.754 1.233
H: -2.213 4.276 -0.500
H: -1.613 6.522 0.215
H: -0.866 5.939 1.658
H: -0.086 5.730 0.049
H: -2.100 1.517 2.639
H: -2.971 -0.653 1.396
H: -1.463 -1.190 2.172
H: -2.882 -1.443 3.853
H: -2.395 0.179 4.197
H: -4.511 0.938 4.015
H: -4.612 0.358 2.374
H: -5.064 -0.717 3.731
H: 0.205 1.869 -2.309
H: 0.376 3.954 -0.234
H: 2.124 4.117 -2.719
H: 2.633 4.388 -1.002
H: 1.516 5.414 -1.802
C: -3.948 -6.973 2.059
Cl: -3.567 -7.839 0.576
Cl: -2.474 -6.476 2.890
Cl: -4.975 -5.581 1.712
H: -4.495 -7.640 2.710
C: 6.827 3.252 1.481
Cl: 6.041 4.664 0.740
Cl: 5.659 1.984 1.771
Cl: 8.161 2.692 0.466
H: 7.238 3.566 2.430
C: -2.588 -5.077 -3.963
Cl: -3.223 -3.486 -4.408
Cl: -3.814 -6.325 -4.168
Cl: -1.167 -5.463 -4.935
H: -2.290 -5.048 -2.923
C: 3.613 4.359 -5.813
Cl: 1.937 4.755 -5.440
Cl: 4.692 5.069 -4.608
Cl: 3.843 2.615 -5.897
H: 3.855 4.782 -6.778
C: 1.900 -6.385 -2.058
Cl: 0.287 -6.028 -1.434
Cl: 2.021 -8.077 -2.545
Cl: 2.305 -5.320 -3.404
H: 2.614 -6.211 -1.265
C: 0.816 0.656 7.919
Cl: 1.227 1.186 9.549
Cl: -0.808 1.208 7.485
Cl: 2.019 1.226 6.756
H: 0.817 -0.424 7.904
C: 2.988 -12.226 -2.564
Cl: 2.985 -11.571 -0.927
Cl: 2.736 -10.943 -3.754
Cl: 4.488 -13.094 -2.881
H: 2.167 -12.924 -2.657
C: 4.590 -1.289 9.272
Cl: 4.129 -0.465 10.760
Cl: 5.558 -2.720 9.622
Cl: 3.167 -1.724 8.322
H: 5.191 -0.610 8.684
C: -4.610 1.018 -5.515
Cl: -6.243 1.520 -5.082
Cl: -3.413 2.112 -4.818
Cl: -4.307 -0.638 -4.986
H: -4.518 1.054 -6.591
C: -4.393 -8.130 -8.218
Cl: -6.030 -7.746 -7.682
Cl: -3.215 -7.105 -7.402
Cl: -4.032 -9.836 -7.947
H: -4.334 -7.938 -9.279
C: 5.319 8.839 -4.864
Cl: 5.952 9.349 -6.430
Cl: 5.781 9.978 -3.599
Cl: 3.568 8.649 -4.928
H: 5.750 7.877 -4.626
C: -0.911 -10.096 -2.971
Cl: -0.384 -11.177 -1.680
Cl: -1.220 -10.995 -4.457
Cl: -2.330 -9.177 -2.478
H: -0.114 -9.391 -3.161
C: 3.952 6.040 6.485
Cl: 2.872 6.110 5.092
Cl: 3.773 4.505 7.325
Cl: 5.628 6.289 5.988
H: 3.679 6.839 7.160
C: 1.297 8.750 0.913
Cl: 1.170 8.000 2.503
Cl: 2.033 10.344 1.022
Cl: 2.216 7.708 -0.183
H: 0.299 8.863 0.512

Results of the Löwdin charge analysis, in e, for atoms 1 through 2: number 1, C, carries -0.138; number 2, C, carries -0.256

3.
Molecular formula: C2H4I2S
Method: DFT, ωB97M-V/def2-TZVPD

Values from the calculation:
Gap between HOMO and LUMO   9.103 eV
Total charge   0
Energy above the lowest of the compared OMol25 structures with the same formula, charge and spin   18.2 kcal/mol
Spin multiplicity   1

Positions of all 9 atoms, in Å:
C: 0.398 -0.321 1.066
C: -0.588 0.435 1.548
S: 0.006 -0.296 -2.324
I: -0.817 2.455 1.352
I: -2.207 -0.629 2.565
H: 0.448 -1.374 1.136
H: 0.385 0.215 -3.638
H: 1.072 0.242 0.417
H: 1.303 -0.728 -2.122

Results of the natural (NBO) charge analysis, in e, for atoms 1 through 2: number 1, C, carries -0.460; number 2, C, carries -0.369

4.
Molecular formula: C9H13OPS
Method: DFT, ωB97M-V/def2-TZVPD

Values from the calculation:
Gap between HOMO and LUMO   9.187 eV
Total charge   0
Energy above the lowest of the compared OMol25 structures with the same formula, charge and spin   48.1 kcal/mol
SMILES   COc1ccc([C@@H](P)CS)cc1
Spin multiplicity   1

Positions of all 25 atoms, in Å:
C: 4.454 -0.119 -0.104
O: 3.324 0.493 -0.795
C: 2.052 0.269 -0.278
C: 1.566 -0.846 0.322
C: 0.235 -0.897 0.544
C: -0.622 0.209 0.357
C: -2.147 0.138 0.655
P: -3.185 1.306 -0.169
C: -2.626 -1.505 0.086
S: -4.410 -1.815 0.132
C: -0.094 1.367 -0.219
C: 1.202 1.354 -0.647
H: 5.253 0.622 0.025
H: 4.805 -1.034 -0.707
H: 4.107 -0.628 0.815
H: 2.140 -1.708 0.596
H: -0.337 -1.790 0.860
H: -2.300 0.128 1.663
H: -2.669 1.528 -1.435
H: -2.686 2.535 0.317
H: -2.178 -1.417 -0.914
H: -2.051 -2.169 0.749
H: -4.708 -0.632 -0.451
H: -0.577 2.301 -0.462
H: 1.452 2.309 -0.942

Results of the natural (NBO) charge analysis, in e, for atoms 1 through 2: number 1, C, carries -0.263; number 2, O, carries -0.512

5.
Molecular formula: C17H15BrO2Tb
Method: DFT, ωB97M-V/def2-TZVPD

Values from the calculation:
Gap between HOMO and LUMO (alpha / beta)   5.556 / 6.358 eV
Total charge   -1
Spin multiplicity   7

Positions of all 36 atoms, in Å:
C: -2.165 -0.570 -1.791
C: -2.061 -1.125 -0.491
C: -2.094 -0.019 0.385
H: -2.223 -2.191 -0.187
C: -2.067 1.198 -0.340
C: -2.157 0.869 -1.736
H: -2.619 1.507 -2.505
H: -2.420 -1.179 -2.665
H: -2.177 -0.108 1.477
H: -2.245 2.202 0.097
Tb: 0.475 0.165 -1.379
Br: 1.895 -1.986 -1.897
C: 1.817 0.788 -3.947
C: 0.702 1.605 -4.352
C: -0.300 0.733 -4.903
H: 0.614 2.694 -4.234
C: 0.207 -0.610 -4.849
C: 1.535 -0.561 -4.342
H: 2.212 -1.407 -4.311
H: 2.722 1.128 -3.432
H: -1.289 1.034 -5.292
H: -0.338 -1.533 -5.099
O: 0.671 -0.986 0.694
C: 0.687 -0.055 1.572
O: 0.825 1.126 1.070
C: 0.641 -0.310 3.115
C: 0.725 0.889 3.810
C: 0.939 0.977 5.179
C: 1.028 -0.176 5.930
C: 1.005 -1.424 5.284
C: 0.823 -1.519 3.882
H: 0.664 1.823 3.246
H: 0.976 1.945 5.639
H: 1.020 -0.102 7.014
H: 1.117 -2.306 5.931
H: 0.855 -2.514 3.428

Results of the Löwdin charge analysis, in e, for atoms 1 through 2: number 1, C, carries -0.262; number 2, C, carries -0.187